Molecular formula: C27H34BrFN4O2
Method: DFT, the ωB97M-V functional and the def2-TZVPD basis

Properties
Charge: 0
Lowest unoccupied orbital energy in eV: 0.6042
SMILES: Cc1ccc(C[C@](F)(OC(=O)Br)c2ccccn2)cc1.CCCC#N.CCCC#N.CCCC#N
Highest occupied orbital energy in eV: -8.8
Orbital gap in eV: 9.357

Positions of all 69 atoms, in Å:
C 5.238 -4.867 -0.392
H 5.343 -1.187 1.172
C 0.773 3.793 3.844
H 5.251 -4.059 -1.127
H 5.845 1.931 2.341
C 1.006 4.060 1.523
H -3.605 -2.291 -3.221
H -7.264 1.743 2.906
H 6.283 -0.587 -0.184
N 0.040 1.872 1.224
H -7.743 0.491 1.774
H 8.693 -5.227 -0.066
C 3.950 0.879 -0.238
C -5.160 -3.651 -5.113
C -2.095 1.523 0.186
C -0.135 3.178 1.050
H -6.360 3.118 1.001
C 3.143 2.997 0.586
H 7.820 -3.850 -0.740
C 2.160 4.135 0.524
H -5.590 -0.070 2.903
H -5.719 -4.527 -5.443
Br 1.843 4.437 5.305
C 4.926 -4.289 0.914
C 6.585 -5.599 -0.380
C -1.261 3.743 0.458
H 7.642 -4.264 0.968
C 4.162 2.983 1.529
H -6.529 -3.161 -3.524
H 2.281 1.924 -1.061
H 6.743 -6.040 -1.365
C -7.009 1.279 1.953
C -5.458 -3.336 -3.642
H -4.947 -1.226 -3.659
H -4.896 -1.963 -2.065
H 4.430 -5.548 -0.662
H -4.098 -3.864 -5.248
H -6.881 1.867 -0.135
C 5.898 -0.324 0.801
F 0.539 5.340 1.738
C -4.682 -2.135 -3.117
C 7.750 -4.680 -0.034
O -0.387 3.591 3.971
H -4.869 1.419 2.297
C -5.216 -0.041 0.862
C 3.057 1.934 -0.305
O 1.540 3.591 2.764
H 4.259 3.802 2.231
H -1.344 4.816 0.362
H 3.859 0.061 -0.943
N 4.697 -3.835 1.942
C -2.261 2.891 0.009
C 5.057 1.926 1.596
H -0.792 0.006 0.966
N -4.899 -0.573 -0.103
H -3.156 3.287 -0.455
C -5.515 -2.534 -5.989
H 2.648 5.100 0.666
H -8.076 2.763 0.796
H 6.708 -0.146 1.504
C -0.933 1.068 0.801
H 1.703 4.145 -0.467
C -7.083 2.316 0.839
H -5.213 -4.219 -3.049
N -5.799 -1.648 -6.657
H -2.848 0.825 -0.147
H 6.539 -6.422 0.335
C 4.960 0.851 0.720
C -5.617 0.651 2.086

Atomic partial charges in e from the natural (NBO) method, atoms 1 to 8: atom 1 (C): -0.5102, atom 2 (H): 0.2358, atom 3 (C): 0.7447, atom 4 (H): 0.2423, atom 5 (H): 0.2087, atom 6 (C): 0.6048, atom 7 (H): 0.1972, atom 8 (H): 0.2123